{"formula": "C3H5N3", "method": "wB97M-V/def2-TZVPD", "multiplicity": 1, "de_lowest_kj_mol": 305.46, "energy_ev": -7659.2897, "gap_ev": 7.3, "e_homo_ev": -7.41, "species": ["C", "N", "C", "N", "C", "N", "H", "H", "H", "H", "H"], "positions_angstrom": [[1.712, -0.590, -0.098], [0.546, -1.098, -0.348], [-0.571, -0.387, -0.246], [-0.396, 0.955, 0.346], [-1.892, -0.823, -0.391], [-3.021, -1.097, -0.514], [2.575, -1.233, -0.119], [1.979, 0.470, -0.118], [0.337, 0.827, 1.094], [0.019, 1.647, -0.289], [-1.288, 1.329, 0.683]], "lowdin_charge": [-0.126, -0.015, -0.422, 0.164, -0.241, 0.102, 0.039, 0.040, 0.147, 0.151, 0.162]}

---

{"formula": "C18H44BN4O16", "method": "wB97M-V/def2-TZVPD", "multiplicity": 1, "de_lowest_kj_mol": 0.00, "energy_ev": -58786.1347, "gap_ev": 10.0, "e_homo_ev": -7.80, "charge": -1, "species": ["O", "C", "O", "B", "O", "C", "O", "O", "C", "O", "C", "O", "O", "C", "O", "H", "H", "H", "H", "C", "O", "H", "H", "H", "H", "C", "O", "H", "H", "H", "H", "C", "O", "N", "N", "H", "H", "H", "H", "C", "O", "N", "N", "H", "H", "H", "H", "C", "C", "C", "O", "H", "H", "H", "H", "H", "H", "H", "H", "C", "C", "C", "O", "H", "H", "H", "H", "H", "H", "H", "H", "C", "C", "C", "O", "H", "H", "H", "H", "H", "H", "H", "H"], "positions_angstrom": [[3.931, -0.501, 0.036], [2.821, -0.055, -0.047], [1.710, -0.788, 0.032], [0.565, 0.133, 0.052], [1.122, 1.463, -0.286], [2.442, 1.412, -0.246], [3.226, 2.255, -0.574], [-0.051, 0.165, 1.404], [-1.342, -0.070, 1.291], [-2.160, 0.037, 2.161], [-1.644, -0.402, -0.192], [-0.507, -0.298, -0.850], [-2.725, -0.642, -0.631], [5.128, 2.769, -2.938], [5.677, 1.547, -2.477], [4.234, 2.661, -3.573], [4.897, 3.382, -2.068], [5.781, 3.280, -3.650], [5.041, 1.195, -1.843], [-2.455, -3.168, 2.755], [-1.513, -4.206, 2.667], [-2.795, -2.849, 1.761], [-3.320, -3.564, 3.284], [-2.097, -2.275, 3.273], [-0.635, -3.894, 2.417], [2.791, 0.711, 3.752], [3.448, 1.878, 4.271], [2.042, 1.030, 3.024], [3.475, 0.084, 3.172], [2.310, 0.152, 4.554], [3.821, 1.579, 5.105], [-3.119, 0.531, 5.504], [-3.726, 0.185, 6.513], [-3.729, 0.926, 4.348], [-1.754, 0.522, 5.451], [-4.731, 0.905, 4.392], [-3.220, 1.005, 3.485], [-1.262, 0.219, 6.269], [-1.226, 0.765, 4.633], [-6.562, -1.247, -0.506], [-7.734, -1.458, -0.803], [-6.168, -0.770, 0.720], [-5.524, -1.564, -1.341], [-5.206, -0.678, 0.988], [-6.932, -0.724, 1.369], [-4.619, -1.416, -0.929], [-5.582, -1.868, -2.289], [0.605, -0.284, -4.187], [-0.409, -1.269, -4.724], [-1.822, -0.785, -4.526], [-0.138, -1.346, -6.148], [1.633, -0.543, -4.435], [0.551, -0.222, -3.098], [0.346, 0.706, -4.563], [-0.321, -2.275, -4.302], [-2.078, -0.730, -3.461], [-2.564, -1.436, -4.998], [-2.004, 0.231, -4.887], [-0.949, -1.562, -6.614], [3.365, -2.961, 3.130], [2.325, -3.682, 2.275], [2.015, -5.059, 2.804], [1.125, -2.919, 2.173], [2.959, -2.685, 4.106], [3.743, -2.056, 2.653], [4.209, -3.643, 3.252], [2.758, -3.770, 1.269], [2.915, -5.655, 2.940], [1.349, -5.586, 2.117], [1.499, -4.999, 3.767], [1.372, -2.110, 1.707], [1.079, 3.732, -2.577], [0.451, 4.496, -3.733], [-0.477, 5.592, -3.229], [1.542, 5.087, -4.473], [1.288, 2.677, -2.757], [0.451, 3.807, -1.688], [2.060, 4.109, -2.279], [-0.054, 3.795, -4.407], [0.031, 6.159, -2.450], [-1.353, 5.098, -2.797], [-0.805, 6.245, -4.038], [1.176, 5.494, -5.264]], "lowdin_charge": [0.159, -0.377, 0.209, -0.888, 0.226, -0.377, 0.155, 0.228, -0.363, 0.116, -0.361, 0.239, 0.145, -0.181, -0.120, 0.073, 0.067, 0.073, 0.044, -0.167, -0.125, 0.070, 0.079, 0.067, 0.029, -0.138, -0.117, 0.072, 0.062, 0.081, 0.066, -0.687, -0.003, 0.154, 0.153, 0.099, 0.051, 0.096, 0.083, -0.676, -0.005, 0.152, 0.158, 0.083, 0.098, 0.043, 0.098, -0.045, -0.471, -0.066, -0.070, 0.086, 0.065, 0.080, 0.136, 0.072, 0.077, 0.086, 0.069, -0.050, -0.483, -0.058, -0.053, 0.084, 0.056, 0.079, 0.143, 0.077, 0.084, 0.090, 0.065, -0.054, -0.473, -0.066, -0.068, 0.066, 0.079, 0.081, 0.129, 0.084, 0.081, 0.071, 0.076]}

---

{"formula": "C4H11ClN2", "method": "wB97M-V/def2-TZVPD", "multiplicity": 1, "smiles": "CC(C)(C)N(N)Cl", "de_lowest_kj_mol": 74.80, "energy_ev": -19826.4953, "gap_ev": 9.9, "e_homo_ev": -9.19, "species": ["C", "C", "C", "C", "N", "N", "Cl", "H", "H", "H", "H", "H", "H", "H", "H", "H", "H", "H"], "positions_angstrom": [[1.462, -0.501, -0.382], [0.164, 0.258, -0.108], [0.105, 1.727, -0.842], [0.018, 0.372, 1.446], [-0.999, -0.596, -0.664], [-0.935, -1.896, -0.193], [-2.608, 0.339, -0.335], [1.314, -1.543, -0.096], [1.740, -0.588, -1.459], [2.136, -0.162, 0.362], [-0.270, 2.505, -0.221], [-0.464, 1.653, -1.770], [1.147, 1.811, -1.019], [0.775, 1.105, 1.688], [-0.865, 0.800, 1.858], [0.069, -0.721, 1.824], [-1.247, -2.061, 0.703], [-1.540, -2.503, -0.792]], "lowdin_charge": [-0.071, -0.579, -0.038, -0.080, -0.440, -0.020, 0.459, 0.062, 0.105, 0.067, 0.053, 0.063, 0.048, 0.076, 0.036, 0.105, 0.040, 0.114]}